# 1
165
Properties=species:S:1:pos:R:3:forces:R:3 method="wB97M-V/def2-TZVPD" lumo_ev=0.185 gap_ev=9.05
O -8.316 7.838 11.554 -1.21 -1.64 0.81
O -12.139 12.258 13.241 0.73 -0.11 0.33
O -17.784 7.416 10.750 2.24 -0.07 -1.85
O -11.791 3.777 7.714 0.67 -0.22 0.71
O -13.429 10.466 7.549 -0.39 -0.82 -0.42
O -19.809 6.063 4.842 -1.73 -1.31 2.61
O -13.959 11.543 1.450 -1.25 -2.22 0.95
O -14.742 6.703 15.196 0.26 -2.03 -0.87
O -13.575 17.305 9.012 -0.28 -0.89 0.32
O -8.701 17.250 3.980 -0.17 2.64 -0.45
O -18.065 14.575 10.454 0.42 -0.14 0.29
O -7.458 9.841 5.861 1.48 -1.10 0.92
O -16.789 17.187 2.560 -0.93 -0.55 2.22
N -13.825 6.105 13.201 -0.99 0.74 -0.01
N -17.717 15.402 3.657 -0.33 -0.96 -0.18
N -13.631 3.949 6.445 -1.07 -0.70 -0.80
N -17.900 15.764 12.393 0.39 -0.77 -0.22
C -12.798 12.475 8.504 0.80 -0.16 2.17
C -13.340 11.519 -0.780 -1.22 1.26 -1.67
C -6.372 8.186 10.315 -0.19 -0.90 -0.84
C -19.231 8.278 5.211 0.25 0.66 0.04
C -14.337 18.463 8.684 0.65 -0.17 -0.58
C -13.350 7.460 13.020 1.71 0.32 0.24
C -14.422 10.315 0.843 -0.32 -0.42 0.49
C -7.303 8.026 12.496 -1.50 0.17 1.27
C -17.373 15.112 11.301 -0.90 0.86 0.24
C -17.292 16.676 3.577 0.26 0.19 -1.02
C -19.072 6.399 3.754 1.63 2.18 -0.71
C -9.622 15.426 4.977 1.37 -1.04 1.54
C -13.918 11.479 6.673 1.21 1.75 1.17
C -11.332 13.821 14.778 0.90 -0.29 1.55
C -14.781 3.169 5.901 0.35 1.35 -0.18
C -17.142 16.494 13.399 0.33 0.45 -0.79
C -19.734 7.044 5.911 0.49 0.13 -0.38
C -18.844 7.018 11.496 -2.13 -0.44 0.92
C -17.596 14.580 2.483 -0.52 -0.38 -0.70
C -10.918 12.984 13.600 -0.92 0.72 0.29
C -19.933 8.011 11.175 -0.71 1.93 0.25
C -13.612 5.409 6.256 -0.19 -0.84 0.49
C -12.773 3.281 7.222 0.01 0.38 -0.44
C -19.323 15.640 12.704 0.46 0.29 -0.26
C -19.099 9.342 10.981 -0.76 -0.28 -1.15
C -14.469 5.826 14.357 -0.18 1.38 0.07
C -13.862 12.753 7.533 -0.93 1.28 -1.37
C -8.730 10.418 5.674 0.13 -0.66 -1.26
C -17.685 8.836 10.748 -0.08 0.05 1.30
C -13.026 11.008 8.815 0.04 -0.08 -0.51
C -13.584 10.074 -0.402 0.75 0.63 0.56
C -12.812 13.962 14.687 -0.20 -0.25 -0.04
C -12.006 18.999 8.603 0.42 -1.86 0.85
C -7.871 8.408 10.384 -0.42 1.30 -1.02
C -9.896 16.473 3.998 1.10 0.59 -1.98
C -7.191 8.758 4.907 -2.17 0.86 -0.74
C -18.302 7.681 4.193 -0.86 0.26 -1.51
C -12.268 17.716 9.459 -1.84 0.75 -0.27
C -8.492 8.767 4.012 1.12 0.16 -0.25
C -8.054 15.494 5.210 -0.58 -1.02 -0.44
C -6.035 7.867 11.749 1.49 0.85 0.73
C -8.888 10.216 4.170 -1.21 0.93 0.57
C -7.577 16.430 4.129 -0.32 -0.33 0.47
C -18.158 14.723 4.877 0.70 -0.10 0.11
C -13.542 5.196 12.106 0.65 0.24 -0.11
C -13.330 12.332 0.487 1.05 -0.57 0.85
C -13.339 19.295 7.913 0.42 0.51 0.13
C -13.183 12.571 14.185 0.01 1.11 -0.44
H -7.869 15.914 6.198 0.21 -0.22 -0.09
H -17.521 13.857 5.056 0.36 0.00 -0.04
H -13.612 13.677 7.012 -0.02 -0.14 -0.64
H -14.078 9.437 -1.135 -0.01 0.33 -0.10
H -14.694 4.749 14.389 -0.31 0.06 0.59
H -14.950 11.380 6.337 0.31 -0.78 -0.39
H -11.266 18.642 7.886 0.40 1.03 0.04
H -13.958 4.194 12.207 0.08 0.14 0.44
H -13.140 11.664 5.932 -0.53 -0.61 -0.85
H -10.060 12.368 13.867 -0.28 -0.48 -0.37
H -8.167 10.882 3.696 0.17 -0.14 -0.20
H -15.490 10.384 0.636 -0.18 0.46 -0.58
H -13.293 11.907 15.042 0.46 -0.53 -0.14
H -13.483 8.132 13.868 -0.93 -0.42 -0.07
H -7.609 14.508 5.075 0.09 -0.05 0.51
H -19.758 6.650 2.945 0.07 0.01 -0.39
H -13.865 13.282 0.512 0.42 0.24 -0.65
H -6.675 16.967 4.424 -0.36 0.57 0.11
H -17.535 17.113 4.557 0.51 1.01 -0.19
H -19.000 6.699 6.640 -0.06 -0.09 0.22
H -6.290 9.020 4.353 0.00 -0.12 0.11
H -18.691 9.031 5.785 -0.14 -0.26 0.54
H -11.538 16.909 9.384 -0.24 -0.04 -0.40
H -18.054 15.348 5.764 -0.13 0.22 -0.20
H -13.346 18.921 6.889 0.23 0.28 -0.04
H -19.114 10.114 11.751 -0.34 -0.38 0.23
H -19.394 14.951 13.546 -0.54 -0.15 -0.11
H -8.492 7.997 9.588 0.35 0.00 -0.22
H -9.885 14.459 4.546 -0.37 -0.12 0.74
H -14.534 5.700 6.759 -0.11 0.85 -0.58
H -16.281 15.211 11.201 0.02 -0.06 0.20
H -5.427 8.673 12.159 0.87 -0.46 -0.08
H -14.143 12.604 13.670 0.12 -0.29 -0.26
H -19.152 14.276 4.854 -0.30 0.54 -0.43
H -9.933 16.051 2.993 -0.49 -0.30 -0.25
H -13.530 20.368 7.935 -0.24 -0.06 -0.22
H -20.685 7.247 6.404 -0.18 -0.65 -0.22
H -12.302 12.399 0.842 0.24 0.80 -0.07
H -17.081 9.133 11.605 0.37 0.02 0.08
H -20.529 7.814 10.284 0.67 -0.33 -0.49
H -14.862 12.970 7.908 0.13 -0.21 0.81
H -15.147 18.168 8.017 -0.16 -0.19 0.38
H -13.619 7.949 12.084 -0.34 -0.28 0.01
H -7.171 7.736 5.286 0.60 0.34 0.88
H -11.174 13.242 15.687 0.33 -0.05 0.22
H -18.343 8.347 3.331 1.03 0.08 -0.07
H -8.046 9.483 10.419 -0.24 0.44 -0.07
H -17.275 16.133 14.418 -0.48 0.02 -0.04
H -13.113 2.236 7.286 0.54 -0.26 0.44
H -18.644 7.025 12.567 0.25 0.15 0.35
H -12.109 10.504 9.118 -0.16 -0.15 0.12
H -7.423 7.421 13.395 -0.13 -0.75 -0.40
H -12.264 7.371 13.050 0.41 0.12 -0.59
H -14.721 19.018 9.539 -0.07 -0.25 0.42
H -12.786 13.141 9.367 -0.51 -0.17 0.32
H -9.870 10.592 3.883 -0.24 -0.61 -0.43
H -13.514 5.666 5.201 -0.58 -0.02 -0.04
H -12.782 5.922 6.743 0.05 -0.64 0.29
H -18.340 5.680 3.386 -0.27 -0.65 0.31
H -9.496 9.867 6.219 -0.20 -0.04 0.17
H -19.410 9.813 10.049 -0.32 0.20 0.15
H -16.735 13.912 2.503 0.20 0.10 0.06
H -12.389 17.947 10.518 0.31 0.22 0.25
H -11.772 12.613 8.162 -0.08 -0.16 -0.81
H -18.484 13.957 2.369 -0.10 -0.12 0.22
H -17.312 7.526 4.622 0.02 -0.17 -0.36
H -15.720 3.374 6.416 0.00 0.18 0.25
H -17.574 15.210 1.594 0.32 0.01 0.18
H -12.472 11.761 -1.394 -0.10 -0.31 -0.14
H -10.037 15.696 5.948 -0.59 -0.71 -0.12
H -10.774 14.748 14.907 -0.03 0.04 -0.23
H -7.516 9.007 12.920 0.81 0.76 -0.12
H -14.247 11.858 -1.279 0.08 0.03 -0.69
H -12.594 9.663 -0.203 -0.16 -0.51 0.47
H -19.882 15.344 11.816 0.21 -0.40 0.22
H -10.620 13.732 12.865 -0.14 -0.62 -0.91
H -8.309 8.466 2.981 0.19 0.09 -0.02
H -10.803 17.064 4.126 0.40 0.34 0.28
H -14.916 3.502 4.872 -0.07 -0.28 -0.13
H -11.694 19.704 9.374 0.39 0.62 -0.88
H -20.755 8.129 11.882 0.43 -0.07 0.70
H -13.860 5.572 11.133 -0.56 0.32 0.15
H -17.226 9.266 9.857 0.03 -0.66 -0.19
H -13.064 14.713 13.938 -0.42 0.20 0.29
H -14.429 9.451 1.507 0.70 0.30 0.62
H -5.567 6.887 11.834 -0.01 0.18 0.33
H -13.841 10.802 9.508 0.12 0.25 0.40
H -19.175 6.005 11.266 0.41 -0.13 -0.32
H -16.061 16.512 13.256 0.00 -0.42 -0.53
H -14.629 2.090 5.929 0.36 0.21 0.00
H -5.780 9.020 9.938 -0.31 -0.09 -0.23
H -12.458 5.180 11.988 0.19 -0.55 0.11
H -17.449 17.529 13.253 -0.04 0.22 0.78
H -20.034 8.827 4.719 -0.23 -0.19 -0.06
H -6.228 7.295 9.703 0.46 0.15 -0.17
H -8.768 11.467 5.967 0.43 -0.05 0.15
H -13.172 14.121 15.703 -0.57 0.53 -0.33
H -19.726 16.609 12.999 0.13 0.10 0.17
H -7.291 15.942 3.197 -0.32 -0.38 -0.29
H -9.179 8.025 4.420 -0.34 0.37 0.13

=====

# 2
22
Properties=species:S:1:pos:R:3:forces:R:3 method="wB97M-V/def2-TZVPD" lumo_ev="-0.211 / -0.110" gap_ev="8.77 / 8.74"
Cl 0.962 -0.355 2.412 -0.46 -0.17 0.51
F 1.585 -1.939 0.516 -0.57 1.34 -0.13
F 3.782 -0.382 0.499 -0.45 0.04 0.22
F 2.592 1.405 0.986 0.05 -0.29 -0.63
N -0.170 0.347 -0.541 4.56 -2.76 0.23
C 2.577 0.228 0.308 -0.57 -0.51 0.64
C -0.892 2.228 0.715 -0.83 0.38 1.30
C -1.480 -1.901 -1.007 -0.06 0.97 2.25
C -0.411 -0.807 -1.382 -1.66 -0.20 -0.72
C 1.370 -0.602 0.787 -0.14 0.41 -1.29
C -1.161 0.767 0.313 1.90 0.87 2.79
H -2.023 0.810 -0.222 -3.07 -0.58 -1.30
H -0.682 2.380 1.750 -0.39 -0.39 1.28
H -1.658 2.967 0.486 -0.58 -0.48 -0.14
H -1.687 -2.679 -1.699 -0.04 -0.06 -1.52
H 2.411 0.335 -0.741 0.29 0.70 -0.84
H -1.150 -0.005 1.145 -1.02 1.27 -0.28
H -0.032 2.721 0.375 1.60 -0.17 -1.54
H -2.463 -1.450 -0.679 1.03 -0.35 -0.54
H 0.571 -1.248 -1.599 -0.54 0.09 -0.43
H -0.872 -0.283 -2.250 0.67 -0.59 -0.24
H -1.169 -2.538 -0.171 0.26 0.49 0.39

=====

# 3
59
Properties=species:S:1:pos:R:3:forces:R:3 method="wB97M-V/def2-TZVPD" lumo_ev="-11.201 / -11.461" spin_multiplicity=2 gap_ev="5.33 / 5.10" charge=+3
Re 0.202 0.044 -0.173 -1.12 0.67 -1.54
S 4.877 -1.136 0.299 -0.25 -0.13 0.01
S 1.689 4.321 -0.879 -0.05 -0.28 0.02
N 2.700 -2.732 0.307 0.03 0.02 0.08
N 0.431 -0.625 -1.961 0.33 0.25 1.02
N -1.600 0.741 -0.898 2.22 -0.50 1.07
N 1.137 1.799 -0.334 -0.27 -0.40 0.29
N -0.059 -1.628 -4.093 -0.21 0.50 0.58
N 0.153 -3.318 -5.869 -0.01 0.17 0.10
N 0.358 -0.445 2.002 -0.04 -0.05 -0.54
N -1.155 -1.465 0.256 -0.11 0.14 0.33
N -2.397 2.853 -0.222 0.17 -0.08 0.16
N 2.421 -0.410 0.062 -0.99 0.06 -0.24
C -2.309 -1.466 -0.438 -0.01 0.21 -0.08
C 0.041 -1.757 2.229 0.12 -0.05 0.16
C -1.888 -3.286 1.583 0.24 0.13 -0.01
C 0.081 -2.520 -5.040 0.21 -0.43 -0.30
C 0.419 3.010 -0.623 -0.14 0.51 -0.26
C -3.519 -0.065 -2.119 0.53 -0.05 0.40
C -2.496 -0.234 -1.198 -0.74 -0.51 -0.38
C -1.843 2.111 -1.366 -0.19 0.47 -0.10
C 2.930 3.235 -0.560 -0.07 0.03 -0.05
C -0.994 -2.267 1.322 -0.12 -0.33 0.15
C 0.213 -1.163 -3.022 -0.05 -0.45 -0.61
C -3.241 -2.477 -0.237 -0.02 -0.28 0.07
C 2.477 1.946 -0.297 0.13 0.09 0.08
C 1.095 0.214 2.916 0.08 0.11 0.07
C -2.843 2.187 -2.488 -0.09 -0.40 0.02
C -2.995 -3.423 0.745 -0.08 0.09 -0.19
C 1.249 1.699 2.802 0.02 -0.03 -0.02
C 1.654 -0.466 3.995 -0.09 -0.01 -0.02
C -3.654 1.158 -2.810 -0.04 0.44 -0.31
C 3.165 -1.485 0.220 0.37 0.00 -0.05
C 4.543 0.524 0.067 -0.17 0.20 -0.04
C 3.207 0.736 -0.049 0.40 -0.11 0.07
C -0.538 2.824 -1.806 0.02 -0.20 0.17
C 1.420 -1.817 4.167 0.01 0.02 -0.01
C 0.563 -2.468 3.288 -0.06 0.09 -0.10
H -0.053 2.249 -2.596 0.01 0.09 -0.08
H 0.985 2.160 3.754 0.04 -0.02 0.02
H -4.409 1.262 -3.578 -0.01 0.02 0.04
H 5.342 1.249 0.015 0.01 -0.03 0.01
H 1.741 -2.931 0.078 -0.04 0.01 -0.03
H 0.584 2.104 2.044 0.01 0.03 0.07
H 2.282 1.978 2.584 -0.02 0.01 -0.02
H -1.768 -3.927 2.445 0.00 0.00 -0.01
H -0.809 3.803 -2.206 -0.05 -0.02 -0.02
H 1.865 -2.351 4.997 -0.01 0.01 0.01
H -2.944 3.151 -2.975 -0.01 0.00 0.01
H -3.708 -4.219 0.917 -0.01 0.02 0.02
H 3.963 3.552 -0.593 -0.01 -0.01 -0.01
H 3.332 -3.511 0.394 -0.01 -0.05 -0.04
H 2.251 0.086 4.709 -0.02 0.02 0.00
H -2.689 3.791 -0.483 -0.02 -0.02 -0.04
H 0.304 -3.509 3.423 0.01 0.01 0.03
H -3.198 2.381 0.184 -0.03 -0.01 -0.04
H -4.200 -0.878 -2.329 0.03 -0.03 0.02
H -4.168 -2.511 -0.792 0.02 0.04 -0.02
H -0.195 3.323 0.229 0.16 0.03 0.09

=====

Listing E for the structures above in their given order: -3085.71721; -1049.61023; -2386.54754 a.u..